No. 1
Here is 2 unconnected molecules or ions with the total composition C15H20Br2F3O5P at a distorted geometry from the OMol25 dataset. Energies are from wB97M-V/def2-TZVPD.

Results
- Molar mass: 528.1 g mol⁻¹
- 2S+1: 1
- HOMO level: -9.047 eV
- Energy relative to the best compared isomer or geometry (same formula, charge and spin): 45.8 kJ/mol
- Kohn-Sham gap: 7.86 eV
- LUMO: -1.183 eV

Geometry as XYZ:
```
46
Properties=species:S:1:pos:R:3:nbo_charge:R:1
C -1.3638 -0.2289 2.7784 -0.6021
C -2.6783 0.0887 2.0626 -0.6921
P -2.6028 1.4486 0.8147 0.7751
C -3.7872 0.8456 -0.4559 -0.9228
C -0.9507 1.2652 0.0590 -0.3929
C -0.0218 2.1993 -0.1163 -0.0070
C -0.0519 3.6371 0.2206 -0.4553
C 1.0461 4.0818 1.1828 -0.4690
C 1.0522 3.4517 2.5518 0.2596
F 1.4054 2.1536 2.4537 -0.3376
Br -0.6705 3.6203 3.3998 0.0552
C 2.1748 4.1147 3.4076 0.6052
F 3.3327 3.7335 2.8924 -0.3099
F 2.1104 5.4393 3.3020 -0.3218
Br 2.1293 3.6692 5.2952 0.0268
C 1.1475 1.5128 -0.7750 0.7536
O 2.2990 1.9108 -0.8746 -0.5113
O 0.7236 0.2850 -1.2043 -0.5050
C -0.4400 -0.0159 -0.4968 0.7694
O -0.8736 -1.1323 -0.4113 -0.5175
H -1.4206 -1.2435 3.1430 0.2199
H -1.2071 0.4115 3.6312 0.2146
H -0.4956 -0.1838 2.1384 0.2006
H -3.3913 0.4169 2.8055 0.2303
H -3.0783 -0.8148 1.6237 0.2241
H -3.6136 1.2896 -1.4238 0.2387
H -4.7616 1.1563 -0.1117 0.2394
H -3.7969 -0.2351 -0.5285 0.2296
H -1.0328 3.8985 0.5846 0.2544
H 0.1266 4.1756 -0.7004 0.2465
H 0.9144 5.1413 1.3471 0.2457
H 2.0223 3.9657 0.7385 0.2584
O 0.7712 -6.5258 -4.4148 -0.5725
C 0.8538 -5.6530 -3.5985 0.7969
O 0.4098 -4.4238 -3.9133 -0.5062
C 0.3041 -3.3644 -2.9565 -0.0675
C 1.6066 -2.6116 -2.7919 -0.6426
C 1.5043 -5.8849 -2.2530 -0.7440
H -0.0788 -3.7394 -2.0070 0.1789
H -0.4580 -2.6990 -3.3577 0.1954
H 2.3981 -3.2545 -2.4050 0.2034
H 1.4745 -1.7777 -2.1072 0.2334
H 1.9453 -2.2264 -3.7539 0.2162
H 2.5814 -5.7711 -2.3630 0.2434
H 1.2891 -6.9049 -1.9461 0.2444
H 1.1528 -5.2218 -1.4661 0.2178
```


No. 2
Here is a molecular structure, C15H20Br2N3NiO2S2 at a distorted geometry from the OMol25 dataset. Energies are from wB97M-V/def2-TZVPD.

Results
- Molar mass: 557.0 g mol⁻¹
- 2S+1: 1
- Net charge: +1
- HOMO level (alpha / beta): -10.479 / -10.470 eV
- Energy relative to the best compared isomer or geometry (same formula, charge and spin): 82.3 kJ/mol
- Kohn-Sham gap (alpha / beta): 7.10 / 7.10 eV
- LUMO (alpha / beta): -3.376 / -3.373 eV

Geometry as XYZ:
```
45
Properties=species:S:1:pos:R:3:nbo_charge:R:1
Ni 0.1590 -0.1420 0.4547 1.1649
C -3.1820 0.1820 -0.2556 -0.6513
C -2.6574 -1.2263 -0.2368 0.2690
C -3.5228 -2.3301 -0.3914 -0.2500
C -3.0242 -3.5997 -0.3849 -0.0969
C -1.6387 -3.8177 -0.2147 -0.1156
C -0.9916 -5.0788 -0.1693 -0.0737
Br -1.9893 -6.6671 -0.3457 0.0971
C 0.3502 -5.1508 0.0285 -0.2253
C 1.1195 -3.9696 0.1917 -0.1652
Br 2.9734 -4.1267 0.4986 0.0762
C 0.5519 -2.7350 0.1387 0.3393
O 1.2134 -1.5757 0.2601 -0.7437
C -0.8452 -2.6729 -0.0673 0.1119
N -1.3650 -1.4064 -0.0827 -0.5315
H -4.2699 0.2049 -0.2669 0.2340
H -2.8169 0.7039 -1.1420 0.2376
H -2.8361 0.7224 0.6267 0.2222
H -4.5834 -2.1539 -0.5116 0.2327
H -3.6854 -4.4496 -0.4940 0.2448
H 0.8414 -6.1128 0.0721 0.2511
C 4.1734 1.6731 2.9635 -0.4212
N 2.7658 1.2652 2.9525 -0.5834
C 2.1959 0.0767 2.7305 0.3906
S 0.4416 -0.0085 2.7306 -0.3263
N 2.8631 -1.0428 2.5268 -0.5590
C 4.2993 -1.3108 2.4009 -0.4241
H 4.1910 2.7576 2.8895 0.2242
H 4.7083 1.2725 2.1096 0.2154
H 4.6776 1.3872 3.8843 0.2124
H 2.0866 1.9618 3.2092 0.4202
H 2.2551 -1.7857 2.2104 0.4450
H 4.8629 -0.8439 3.2003 0.2128
H 4.6795 -1.0001 1.4290 0.2107
H 4.4232 -2.3859 2.4884 0.2368
C -1.8670 3.6840 -0.0530 -0.8224
S -0.2627 3.1091 0.4340 1.2710
C 0.7798 4.0274 -0.6622 -0.8200
O -0.1719 1.6789 -0.1006 -1.0426
H -1.8835 3.9320 -1.1132 0.2448
H -2.1290 4.5445 0.5643 0.2588
H -2.5409 2.8577 0.1636 0.2612
H 1.0802 4.9498 -0.1646 0.2552
H 0.2712 4.2330 -1.6024 0.2466
H 1.6473 3.3902 -0.8281 0.2658
```


No. 3
Here is a molecular structure, C15H20ClIIn from the OMol25 dataset. Energies are from wB97M-V/def2-TZVPD.

Results
- Molar mass: 477.5 g mol⁻¹
- 2S+1: 1
- Net charge: -1
- HOMO level: -5.326 eV
- Kohn-Sham gap: 7.80 eV
- LUMO: 2.474 eV

Geometry as XYZ:
```
38
Properties=species:S:1:pos:R:3:mulliken_charge:R:1
C -1.6840 1.2453 2.7840 -1.0904
C -2.1898 -0.0566 2.2024 -0.0037
I -1.8791 -0.0137 0.0327 -0.0766
C -1.5703 -1.3118 2.7829 -1.2556
In 0.6069 -1.4127 3.1653 0.7621
Cl 0.6980 -3.5218 4.4444 -0.6402
H -2.1289 2.1205 2.3116 0.3965
H -1.9237 1.2583 3.8525 0.3437
H -0.5982 1.3121 2.7147 0.1291
H -3.2807 -0.0749 2.2429 0.4430
H -2.0639 -1.4877 3.7478 0.3838
H -1.8165 -2.1751 2.1615 0.4308
H 1.5672 -1.6748 1.7265 -0.3620
H 1.2247 -0.1701 4.2363 -0.3554
C 3.4284 3.0334 2.2931 -0.4511
C 2.5924 2.0309 1.8198 -0.3256
C 1.5790 2.3449 0.9238 -0.1331
C 1.4038 3.6568 0.5034 -0.4573
C 2.2421 4.6581 0.9754 -0.3129
C 3.2558 4.3450 1.8713 -0.3580
H 4.2121 2.7897 2.9996 0.3612
H 2.7129 1.0091 2.1535 0.2469
H 0.9195 1.5675 0.5576 0.3326
H 0.6074 3.8965 -0.1907 0.3705
H 2.1039 5.6817 0.6486 0.3489
H 3.9086 5.1250 2.2444 0.3424
C -1.4350 -2.4889 -5.9147 -0.2657
C -1.7415 -1.6177 -4.8779 -0.5485
C -1.4692 -1.9772 -3.5654 -0.0563
C -0.8888 -3.2075 -3.2884 -0.4480
C -0.5822 -4.0786 -4.3248 -0.2977
C -0.8555 -3.7197 -5.6381 -0.3952
H -1.6463 -2.2080 -6.9391 0.3457
H -2.1922 -0.6566 -5.0917 0.3469
H -1.7024 -1.3084 -2.7475 0.1383
H -0.6728 -3.4774 -2.2626 0.4123
H -0.1270 -5.0368 -4.1085 0.3548
H -0.6146 -4.3988 -6.4466 0.3439
```


Look up the molar mass of the second one.
557.0 g mol⁻¹


Number 1 is which compound?
C15H20Br2F3O5P